1.
The following is a DFT calculation (wB97M-V/def2-TZVPD) of 2 unconnected molecules or ions with the total composition FHN2O in a non-equilibrium geometry.

Each line ends with the Mulliken charge.
Positions of all 5 atoms, in Å:
N -0.652 -0.747 -1.124  -0.33
N -0.203 -1.205 -0.222  0.85
O 0.189 -1.680 0.728  -0.52
F 0.218 1.690 0.782  -0.42
H 0.448 1.942 -0.163  0.41

Atomic forces in eV per Å
-0.40 0.75 -1.52
-1.45 1.21 -2.22
1.86 -1.94 3.77
0.83 0.84 -3.35
-0.84 -0.87 3.33

Summary:
* HOMO energy: -12.008 eV
* multiplicity: 1
* HOMO-LUMO gap: 12.839 eV
* SMILES: N#[N+][O-].F
* relative energy (zero: lowest compared OMol25 entry of this formula, charge and spin): 4.2 kcal per mole
* LUMO level: 0.830 eV

2.
The following is a DFT calculation (wB97M-V/def2-TZVPD) of 2 unconnected molecules or ions with the total composition FHNO3S in a non-equilibrium geometry.

Each line ends with the Mulliken charge.
Positions of all 7 atoms, in Å:
N -0.228 0.365 -1.153  -0.43
O 0.681 1.445 1.548  -0.52
O -1.339 2.798 0.890  -0.55
O 0.781 3.103 -0.229  -0.55
F -1.325 -0.483 -0.858  -0.23
S -0.045 2.239 0.578  1.01
H 0.324 0.068 -0.331  0.27

Atomic forces in eV per Å
0.78 1.60 2.39
-0.60 -0.09 0.24
-0.08 -0.72 0.40
0.24 0.00 -0.17
-1.09 -0.34 -0.11
0.22 -0.43 -1.97
0.53 -0.02 -0.79

Summary:
* HOMO energy (alpha / beta): -3.964 / -4.416 eV
* multiplicity: 1
* HOMO-LUMO gap (alpha / beta): 7.805 / 8.232 eV
* relative energy (zero: lowest compared OMol25 entry of this formula, charge and spin): 25.8 kcal per mole
* charge: -1
* LUMO level (alpha / beta): 3.842 / 3.816 eV